1.
Computed, not measured: a cluster of 3 separate species, C2H10O2S in total, with the ωB97M-V functional and the def2-TZVPD basis.

XYZ file:
```
15
Properties=species:S:1:pos:R:3:forces:R:3
H -0.4190 -1.3393 -1.1869 2.09 0.58 0.44
C 0.7429 -1.3759 -1.2491 -1.29 0.93 -1.41
H -1.3030 1.5198 1.9387 0.96 -1.53 0.77
H -2.1339 2.6466 1.8673 -0.77 1.00 0.13
H 2.5691 -0.8171 1.7277 0.22 -0.33 0.17
H -3.2932 0.6746 -0.0813 0.66 1.32 1.15
S 1.8821 -0.1248 -0.5004 -0.74 -0.45 -1.13
H 0.8875 -1.3887 1.2905 -0.47 -1.13 0.12
H 0.9585 -1.6135 -2.3069 0.18 0.59 0.36
C 1.6403 -0.6542 1.2102 -0.75 3.52 0.10
O -1.5918 2.1270 1.2725 -0.28 0.44 -1.00
H 1.1389 0.3027 1.5883 0.74 -1.41 0.40
H -2.7065 -0.3759 -1.0102 -1.30 0.61 0.69
O -3.5628 -0.0346 -0.6313 0.70 -1.84 -1.73
H 1.1261 -2.1709 -0.7160 0.03 -2.31 0.95
```
Positions in Å, forces in eV/Å.

energy above the lowest of the compared OMol25 structures with the same formula, charge and spin	0.8759	eV
<S²>	0.750
net charge	-1
LUMO level (spin up / spin down)	3.2 / 3.1	eV
2S+1	2
HOMO (spin up / spin down)	0.80 / -5.45	eV
orbital gap (spin up / spin down)	2.37 / 8.57	eV

2.
Computed, not measured: a cluster of 2 separate species, CH2Cl2S2 in total, with the ωB97M-V functional and the def2-TZVPD basis.

XYZ file:
```
7
Properties=species:S:1:pos:R:3:forces:R:3
S -0.1789 -0.5680 1.7262 -2.25 -2.92 -2.15
Cl -1.1740 -1.5372 -0.7863 0.69 0.62 0.35
Cl -1.2848 1.8845 -0.5435 0.60 -0.96 0.07
S 1.4252 -0.0987 -0.8526 1.08 0.05 0.27
H 0.6353 0.3039 2.0552 2.54 2.61 0.55
C 0.0340 -0.5444 -0.0232 -2.41 -0.19 2.20
H 0.5432 0.5598 -1.5759 -0.24 0.80 -1.28
```
Positions in Å, forces in eV/Å.

energy above the lowest of the compared OMol25 structures with the same formula, charge and spin	2.1249	eV
net charge	0
LUMO level (spin up / spin down)	-2.4 / -2.4	eV
HOMO (spin up / spin down)	-8.89 / -8.89	eV
orbital gap (spin up / spin down)	6.51 / 6.52	eV

3.
Computed, not measured: the ion C8H16NS2 with charge +1, with the ωB97M-V functional and the def2-TZVPD basis.

XYZ file:
```
27
Properties=species:S:1:pos:R:3:forces:R:3
C -1.0466 1.2018 -0.2118 1.90 0.03 1.58
H -3.6157 -1.4913 -1.4720 0.45 -0.11 -0.04
H 0.4327 -2.5668 -1.6200 -1.26 -1.18 -0.55
C 0.5396 -0.4681 -1.1731 0.29 2.75 -1.78
H 1.3500 0.3627 -1.0717 -1.43 -1.64 0.10
C 1.3304 0.5449 1.5855 -1.32 1.37 1.73
H -0.6496 -0.1558 2.0411 -1.10 0.27 0.45
C 1.0885 -1.8480 -1.2511 3.27 1.30 0.18
H -0.0005 -0.1417 -2.1276 0.66 -0.66 1.13
S -2.3936 -1.0696 -1.8810 -0.39 0.40 0.18
H -2.6588 2.6394 0.3899 1.17 -0.23 -0.03
H 3.0661 1.3971 1.0431 0.80 -0.20 0.80
H 2.9564 -0.2118 0.2818 -0.66 -0.35 0.17
S -1.7984 -2.4731 0.7307 -0.59 1.04 -0.75
H -0.1523 1.8269 -0.0073 -0.68 -0.23 0.00
H -3.1488 1.1048 0.0945 -0.53 -0.85 -0.15
C 0.1092 -0.3473 1.3370 2.12 0.52 -0.74
C -1.6372 -1.2329 -0.3130 1.39 -1.63 1.29
C 2.5155 0.4689 1.0063 0.43 1.12 -0.85
H 1.9615 -1.7387 -2.0272 -1.33 -0.63 1.76
H 0.4432 -1.3245 1.4752 0.24 -1.78 0.28
H 1.2231 1.3649 2.4465 -0.08 -1.63 -2.33
H -2.3720 1.4071 1.6550 0.52 0.16 -1.38
N -0.4413 -0.2691 -0.0835 -2.56 1.58 1.44
H -1.1746 1.1398 -1.2271 -0.83 0.95 -2.45
H 1.4251 -2.1190 -0.2109 0.18 -0.16 -1.33
C -2.3079 1.5973 0.5368 -0.65 -0.20 1.27
```
Positions in Å, forces in eV/Å.

energy above the lowest of the compared OMol25 structures with the same formula, charge and spin	0.7516	eV
net charge	+1
LUMO level	-4.8	eV
HOMO	-13.13	eV
structure (SMILES)	C=CC[N+](CC)(CC)C(=S)S
orbital gap	8.34	eV

4.
Computed, not measured: a structure of composition C4H6O7S2, with the ωB97M-V functional and the def2-TZVPD basis.

XYZ file:
```
19
Properties=species:S:1:pos:R:3:forces:R:3
C -0.6183 -1.8066 0.3559 -2.49 1.14 -4.28
H 0.4674 0.3973 1.5254 0.10 0.16 1.71
O 2.1830 -0.0758 -1.6280 -0.75 0.34 0.60
S 2.2324 -0.0801 -0.1565 2.18 -1.38 -0.08
H -1.0548 -1.6368 1.2472 -1.81 0.80 3.08
O -2.1866 1.7405 -0.6964 0.81 0.86 0.26
O 0.7248 2.9007 0.4599 -0.05 1.18 0.88
O 3.3033 0.7550 0.3646 -0.19 1.27 0.09
C 0.6559 0.5714 0.5174 -1.10 -4.09 -4.13
H -1.3497 -2.3977 -0.2349 0.86 -0.56 0.45
H -0.2232 -0.3874 -1.3586 0.48 -0.17 -2.78
O -2.5414 0.4051 1.3460 0.74 -0.12 -1.01
C 0.7303 1.8347 -0.0995 -0.89 2.60 0.34
C -0.6006 -0.4944 -0.4195 0.57 3.32 6.52
H 0.8709 1.8426 -1.1530 0.02 -0.36 -1.33
H 0.3112 -2.1372 0.5744 2.99 -1.65 -0.19
O -3.0944 -0.4428 -0.9226 -0.19 -0.30 0.68
S -2.2288 0.4256 -0.0976 -0.53 -1.77 -1.23
O 2.4186 -1.4141 0.3758 -0.76 -1.28 0.40
```
Positions in Å, forces in eV/Å.

energy above the lowest of the compared OMol25 structures with the same formula, charge and spin	1.4501	eV
net charge	-2
LUMO level	6.0	eV
HOMO	-2.39	eV
orbital gap	8.44	eV

5.
Computed, not measured: a cluster of 3 separate species, C3H6O3 in total, with the ωB97M-V functional and the def2-TZVPD basis.

XYZ file:
```
12
Properties=species:S:1:pos:R:3:forces:R:3
H 0.7154 -2.2744 -1.1357 0.69 -0.24 1.54
O -0.9333 -1.0226 1.8608 -1.11 -0.83 -0.51
H 1.9035 4.0504 1.6344 -0.52 0.13 -0.45
C -1.0561 -2.8217 -2.0542 -1.64 0.59 0.19
H -2.4542 -1.8570 0.7208 0.21 -0.32 0.38
H 0.5254 -1.8981 -2.8819 -0.12 -0.41 0.06
O -2.1983 -2.9988 -2.1224 -0.19 -0.76 -0.04
H -2.4755 -0.0673 1.1682 -0.99 0.82 -0.07
O 2.0223 4.1335 0.6793 -0.41 0.17 -0.73
C 0.1600 -2.4268 -1.9992 1.25 0.84 -1.70
H 1.1787 4.3395 0.2096 0.94 -0.30 1.18
C -2.0003 -1.0196 1.2762 1.89 0.33 0.16
```
Positions in Å, forces in eV/Å.

energy above the lowest of the compared OMol25 structures with the same formula, charge and spin	3.0243	eV
net charge	0
LUMO level	0.6	eV
HOMO	-9.55	eV
structure (SMILES)	C=C=O.C=O.O
orbital gap	10.15	eV

6.
Computed, not measured: a cluster of 6 separate species, C6H18N6O12 in total, with the ωB97M-V functional and the def2-TZVPD basis.

XYZ file:
```
42
Properties=species:S:1:pos:R:3:forces:R:3
O 1.9867 4.5660 1.3076 0.36 -0.19 -0.54
O -1.2857 0.1182 -1.1554 0.46 -0.79 2.66
O 2.9914 5.4704 -0.3832 0.08 -0.30 0.35
H -3.4593 3.2571 -3.3409 -0.18 -0.61 0.13
O -1.0344 4.4360 -2.5052 -0.61 0.32 -0.55
N -1.5198 3.3282 -2.6029 1.24 -1.50 1.93
H 1.8022 -2.6466 3.0645 0.32 -0.25 -0.16
O -3.1048 -1.8715 1.3078 0.15 0.20 0.83
O -1.8552 -1.3975 3.0318 -0.09 0.42 -0.61
C 2.1144 3.4120 -0.6846 -1.14 -0.94 -0.51
H 3.0483 2.9045 -0.9263 -0.19 0.13 -0.11
H 0.3396 -3.5483 3.2305 -0.06 -0.33 -0.34
C -3.4636 -3.0030 3.3545 -1.08 -0.08 -0.67
O 1.5162 -5.7533 3.8784 0.49 2.63 -0.33
C 1.3711 -3.6321 2.8882 -0.38 0.95 0.71
O -0.3599 0.7410 0.7383 -1.09 -1.19 -0.81
O 0.6482 0.1168 -4.7440 1.27 -0.41 1.53
H 2.5453 1.6643 -3.7024 -0.20 -0.69 -1.32
N -0.6997 -0.1300 -0.0760 0.40 2.47 -1.20
H 1.4574 -3.9398 1.8461 0.01 -0.22 0.31
H 1.3779 2.7740 -0.1962 0.42 -0.14 0.28
C -2.9942 3.1249 -2.3641 0.14 1.36 -0.14
O 1.2487 -1.3135 -3.2239 0.23 0.44 -0.03
H -4.1798 -2.5528 4.0418 0.15 0.54 -0.27
O 3.0735 -4.3228 4.3563 -0.97 0.48 -0.50
H 1.0082 -1.1827 0.2768 -0.21 -0.27 0.43
N 1.3501 -0.2363 -3.7842 -1.58 0.41 -2.07
N -2.7766 -1.9669 2.4785 0.36 -1.10 1.01
H -3.1814 2.2149 -1.7939 0.28 -0.11 -0.67
N 2.4033 4.5481 0.1592 -0.09 1.55 0.86
H -0.4761 -2.2158 0.6543 -0.20 0.75 0.35
H -0.0497 -1.7717 -0.9915 0.11 -0.33 0.13
C 2.3590 0.6939 -3.2423 0.17 0.73 1.10
H 3.2600 0.1027 -3.0785 -0.16 0.28 0.22
C -0.0270 -1.4322 0.0440 0.47 -0.73 -1.49
H -3.2976 3.9843 -1.7662 0.07 -0.04 -0.03
H -4.0312 -3.6015 2.6419 0.20 -0.26 0.29
N 2.0261 -4.6029 3.7973 0.58 -3.20 0.31
O -0.8315 2.3105 -2.6480 -0.66 0.68 -0.77
H -2.7773 -3.5649 3.9882 0.34 0.21 -0.58
H 1.5790 3.8274 -1.5384 0.47 -0.11 -0.32
H 1.8981 1.0908 -2.3378 0.15 -0.75 0.58
```
Positions in Å, forces in eV/Å.

energy above the lowest of the compared OMol25 structures with the same formula, charge and spin	1.4879	eV
net charge	0
LUMO level	-0.5	eV
HOMO	-10.91	eV
structure (SMILES)	C[N+](=O)[O-].C[N+](=O)[O-].C[N+](=O)[O-].C[N+](=O)[O-].C[N+](=O)[O-].C[N+](=O)[O-]
orbital gap	10.44	eV

7.
Computed, not measured: a structure of composition C28H42ClN5O3SSc, with the ωB97M-V functional and the def2-TZVPD basis.

XYZ file:
```
81
Properties=species:S:1:pos:R:3:forces:R:3
C 2.6509 -0.9889 0.5474 -0.32 0.25 -0.25
H -1.0980 5.7911 -1.9449 0.01 0.00 -0.01
N 0.0532 -0.2668 2.6788 -0.19 0.05 -0.11
C -8.2138 0.3457 -2.7130 -0.02 -0.05 0.05
N 2.5872 -1.8505 1.5319 0.12 -0.13 0.13
C -9.7140 2.1944 -1.8894 -0.06 0.10 0.03
C -6.1707 3.8318 -1.9133 -0.01 0.01 -0.03
H 4.5220 -0.0060 0.5875 0.01 0.01 -0.02
C -3.1606 -0.0875 -1.0476 0.20 -0.07 -0.07
C -10.7403 2.1051 0.2703 -0.12 0.09 0.14
C -10.5095 2.7820 -0.9181 0.04 0.01 -0.11
C -4.3313 2.8381 -0.5885 0.07 0.07 0.06
H 0.8119 4.0944 -1.7053 0.01 -0.03 -0.05
H -5.6265 3.9516 -2.8551 0.01 -0.03 0.02
C -0.2374 3.7987 -1.7351 0.16 -0.03 0.12
C -6.9651 1.1709 -3.0696 0.05 0.05 -0.03
H -4.3297 3.8076 -0.0878 -0.01 0.01 0.01
C 3.9482 -0.6436 -0.0896 0.02 -0.09 0.06
H 1.3685 4.3620 0.5375 0.02 0.02 0.05
H -7.2716 2.1574 -3.4135 -0.02 0.04 0.03
C 1.3376 -2.3021 2.1519 0.07 -0.06 -0.02
H 0.1337 5.6340 0.4302 0.05 0.01 0.03
H -7.2368 3.8337 -2.1330 -0.02 -0.02 0.00
C 0.1420 4.6065 2.3510 0.05 0.04 0.00
H -3.5836 2.8635 -1.3840 -0.03 0.00 0.00
H -0.8786 4.8798 2.6178 0.00 -0.01 -0.01
H -8.7512 0.2054 -3.6538 -0.03 0.05 0.00
H -6.5221 0.6776 -3.9387 0.00 -0.03 0.00
H -7.9364 -0.6640 -2.4004 0.01 0.01 -0.01
C -5.7513 2.5791 -1.1324 -0.05 0.02 0.00
H -0.8395 1.1790 5.5802 0.00 0.00 0.00
H -2.7946 -0.4454 2.0874 -0.03 0.02 0.01
H -9.0131 -0.7235 -0.3410 0.00 0.00 0.00
H -5.9703 4.7191 -1.3119 -0.01 0.00 0.01
C 0.7508 -1.3269 3.1505 -0.03 0.09 -0.05
N -2.3004 -0.1848 -0.0190 0.22 -0.23 0.22
C 0.9036 -1.5242 4.5062 0.01 0.00 0.05
H -0.3064 2.8019 -2.1720 -0.10 0.02 -0.06
H 3.4536 -2.2809 1.8315 -0.04 -0.02 0.01
H 3.7755 -0.1126 -1.0200 -0.01 0.00 -0.01
H -6.3440 1.6240 0.7505 -0.02 0.01 -0.02
C -6.6651 2.4321 0.0880 -0.01 0.00 0.04
C -0.4957 0.6051 3.5503 0.09 -0.11 0.02
H -2.1533 4.4856 -2.5098 0.00 -0.02 0.01
H -0.7308 4.9611 -3.4483 -0.02 0.02 0.00
S -0.7768 3.5843 -0.0243 -0.24 -0.39 0.14
H -9.5533 2.7233 -2.8230 0.01 -0.01 0.00
C 0.3355 -0.6232 5.4010 0.02 -0.03 0.06
O -0.2855 2.1240 0.3749 0.13 0.22 -0.11
C -5.7707 1.3263 -2.0815 0.10 -0.08 -0.11
O 1.5616 -0.4383 0.1472 0.13 -0.26 -0.05
H 0.4474 -0.7742 6.4671 0.00 0.00 0.00
H 0.3802 3.6255 2.7618 -0.01 -0.01 -0.01
H -10.4292 0.3176 1.3996 0.00 -0.01 -0.01
H 1.5558 -3.2431 2.6509 -0.01 0.01 0.03
C -0.3787 0.4616 4.9160 0.00 0.01 0.00
Sc -0.2554 0.2065 0.5613 -0.12 0.54 -0.05
C 0.3622 4.6471 0.8487 0.01 0.10 -0.08
H 1.4527 -2.3842 4.8660 0.00 0.01 0.02
H -4.0319 2.1058 0.1672 -0.01 0.10 -0.03
H -6.4473 -0.1433 -0.6221 -0.01 0.00 -0.01
O -4.5759 1.3819 -2.9050 -0.07 0.02 0.03
C -5.6507 -0.0091 -1.3488 0.14 -0.06 0.26
H 0.6244 -2.5435 1.3594 -0.03 0.03 -0.02
Cl -11.7214 2.8396 1.4960 0.08 -0.05 -0.09
C -1.1200 4.8204 -2.4408 0.03 0.03 0.02
C -3.1357 -0.3089 1.0716 -0.14 -0.06 0.13
N -4.3961 -0.2828 0.7639 0.07 -0.05 -0.29
H -10.9585 3.7526 -1.0787 0.00 -0.01 -0.01
N -4.3888 -0.1438 -0.5857 -0.30 -0.04 -0.01
H -5.6778 -0.8297 -2.0628 0.02 0.01 -0.05
H -1.0451 1.4385 3.1242 -0.01 0.01 0.01
C -10.2121 0.8447 0.4808 0.06 -0.11 -0.03
H 0.8119 5.3272 2.8181 -0.01 0.00 0.01
H -2.9285 0.0376 -2.0916 0.02 0.00 0.00
H -7.7039 2.2638 -0.1795 -0.03 -0.01 -0.05
H -6.6282 3.3551 0.6700 0.01 0.00 -0.01
H -4.7685 1.9319 -3.6724 -0.01 -0.03 -0.05
C -9.4160 0.2711 -0.5037 -0.04 -0.01 0.14
H 4.5326 -1.5440 -0.2807 0.03 0.02 0.01
C -9.1390 0.9435 -1.6851 0.12 0.02 -0.06
```
Positions in Å, forces in eV/Å.

energy above the lowest of the compared OMol25 structures with the same formula, charge and spin	0.0000	eV
net charge	+3
LUMO level	-9.3	eV
HOMO	-13.79	eV
orbital gap	4.50	eV